Entry from the Open Molecules 2025 dataset: a 11-piece molecular cluster, C56H130N6O5 overall (ωB97M-V/def2-TZVPD).

Structure (XYZ):
```
197
Properties=species:S:1:pos:R:3:forces:R:3:mulliken_charge:R:1
C 16.777680 -17.007860 -21.786900 0.97 0.83 -0.08 -1.029
C 15.350010 -17.288440 -21.447830 -1.79 0.69 -0.17 -0.687
N 14.512970 -16.072210 -21.164760 0.75 1.03 1.22 0.141
C 14.994020 -15.219770 -20.038820 -0.70 -0.18 -0.17 -0.526
C 14.969940 -15.959820 -18.736810 0.24 -0.61 0.40 -1.345
C 13.997390 -15.198640 -22.207750 -0.29 -1.39 -0.46 -0.409
C 13.204550 -16.004470 -23.235720 -0.19 0.53 -0.42 -1.341
H 17.238660 -16.404600 -21.004800 0.15 -0.07 0.11 0.258
H 16.829410 -16.395970 -22.687450 -0.18 0.18 -0.11 0.271
H 17.457790 -17.830230 -22.008850 -0.40 -0.44 0.31 0.392
H 14.880050 -17.822150 -22.273890 -0.16 0.09 -0.09 0.363
H 15.137760 -17.916290 -20.582450 0.70 -0.14 0.09 0.360
H 15.923460 -14.662190 -20.154300 0.56 -0.29 -0.55 0.362
H 14.274430 -14.411750 -19.906970 -0.32 -0.01 -0.33 0.422
H 13.995910 -16.447630 -18.699290 0.04 -0.11 0.42 0.333
H 15.751560 -16.714220 -18.647090 -0.01 -0.19 -0.16 0.267
H 15.120390 -15.310700 -17.874200 -0.22 0.18 -0.07 0.422
H 14.742280 -14.521300 -22.625430 0.32 -0.05 -0.49 0.349
H 13.230700 -14.535410 -21.807250 0.18 0.00 0.67 0.342
H 13.750510 -16.581710 -23.981930 0.26 0.14 0.10 0.313
H 12.587760 -15.267180 -23.749590 -0.06 -0.17 -0.42 0.419
H 12.509390 -16.683120 -22.741470 0.12 0.00 0.21 0.323
C 11.662100 -27.762740 -7.235560 0.67 0.69 0.83 -1.467
C 10.313450 -28.371170 -7.490810 0.63 1.31 -0.06 -0.357
N 10.267670 -29.728220 -7.084860 -2.08 -2.03 -0.65 0.069
C 10.506760 -30.000210 -5.641930 -1.54 -0.91 -0.70 -0.449
C 11.875120 -30.500120 -5.363470 1.62 0.25 -0.89 -1.355
C 8.962750 -30.326490 -7.666300 0.41 -0.37 0.32 -0.698
C 7.646850 -29.674520 -7.315450 -0.43 0.59 0.54 -1.086
H 12.431720 -28.364060 -7.719490 0.19 0.19 0.19 0.350
H 11.841330 -27.637360 -6.167740 0.23 -0.84 0.30 0.307
H 11.771790 -26.703690 -7.468950 -0.33 -0.03 -1.00 0.419
H 9.581810 -27.760890 -6.961330 -0.48 0.27 -0.10 0.330
H 10.160170 -28.307640 -8.568110 -0.47 -0.11 -0.03 0.410
H 10.175360 -29.206830 -4.971990 0.06 0.38 -0.06 0.327
H 9.916680 -30.877620 -5.377240 -0.72 0.16 -0.12 0.435
H 12.611480 -29.714880 -5.534530 0.21 0.05 0.61 0.292
H 11.984550 -31.003630 -4.402950 0.01 0.32 0.08 0.376
H 12.132180 -31.205930 -6.153320 -0.15 -0.35 0.09 0.326
H 8.824180 -31.380590 -7.425960 0.74 -0.11 0.49 0.409
H 8.927120 -30.348860 -8.755490 1.09 0.30 -0.20 0.371
H 7.516700 -29.646250 -6.233620 -0.08 0.44 0.08 0.286
H 6.778070 -30.213320 -7.693630 0.22 -0.49 -0.14 0.425
H 7.533260 -28.696270 -7.782610 0.18 0.28 0.42 0.281
C 20.123350 -19.329880 -12.376550 -1.04 2.21 -0.81 -1.268
C 18.948870 -20.246230 -12.035830 1.73 -0.93 1.73 -0.442
N 18.446260 -20.018430 -10.645330 -0.17 0.21 -0.01 0.168
C 17.608080 -18.798300 -10.523900 1.35 0.58 -1.40 -0.445
C 17.707780 -18.053520 -9.216820 0.05 -0.89 0.62 -1.250
C 17.705980 -21.177670 -10.152990 -0.69 0.04 -0.90 -0.621
C 18.581800 -22.356180 -9.757850 0.16 1.63 0.81 -1.178
H 20.740780 -18.958220 -11.558780 -0.12 -0.83 0.42 0.335
H 19.683020 -18.394600 -12.722210 0.13 0.37 -0.37 0.319
H 20.777670 -19.638570 -13.191820 -0.20 -0.47 0.08 0.393
H 18.160630 -20.382970 -12.776150 -0.13 0.60 -0.26 0.388
H 19.509540 -21.180910 -12.047330 -0.72 -0.66 0.43 0.242
H 18.056820 -18.165650 -11.289720 -0.37 0.38 -0.14 0.360
H 16.550970 -18.901640 -10.768710 -0.21 -0.57 -0.31 0.261
H 17.149740 -18.637050 -8.484570 0.18 0.07 0.45 0.285
H 18.756570 -18.004430 -8.924030 -0.09 0.19 0.18 0.306
H 17.246740 -17.065830 -9.221680 0.11 0.00 -0.32 0.385
H 16.997320 -21.383210 -10.955260 -0.58 -0.64 0.01 0.421
H 17.138450 -20.854330 -9.280370 -0.08 -0.05 0.02 0.380
H 18.061800 -23.163780 -9.242600 -0.09 -0.19 -0.66 0.361
H 19.094500 -21.821350 -8.958360 0.97 -0.61 0.14 0.323
H 19.282740 -22.613630 -10.551890 -0.19 -0.46 0.28 0.278
C 4.051920 -21.023590 -11.216230 -0.22 0.68 0.84 -1.166
C 5.284550 -21.873900 -11.079260 0.06 0.52 -0.63 -0.503
N 5.732440 -22.328040 -12.407820 -1.99 0.18 1.34 0.195
C 4.845950 -23.383420 -12.891210 0.61 -0.03 -1.37 -0.473
C 4.975690 -23.447390 -14.406520 -0.59 -0.51 -0.99 -1.340
C 7.085920 -22.739240 -12.474290 1.88 1.40 -0.67 -0.267
C 8.049850 -21.531100 -12.276000 -0.58 -0.27 -0.03 -1.365
H 4.404290 -20.042490 -11.534640 -0.53 -0.10 -1.04 0.262
H 3.685670 -20.750340 -10.226640 -0.27 -0.45 0.29 0.400
H 3.237050 -21.494770 -11.765840 0.12 0.46 -0.23 0.316
H 5.977630 -21.139640 -10.668640 0.63 -0.67 0.17 0.279
H 5.093990 -22.689730 -10.381970 0.33 -0.35 0.18 0.328
H 3.775920 -23.306950 -12.698130 0.18 0.78 0.48 0.374
H 5.121600 -24.345190 -12.458640 0.19 -0.38 0.13 0.276
H 4.201020 -24.103330 -14.803660 0.13 -0.46 -0.02 0.412
H 5.937130 -23.780100 -14.797730 -0.03 -0.24 0.26 0.332
H 4.770890 -22.525570 -14.950960 0.03 0.48 0.61 0.318
H 7.395210 -23.503520 -11.761320 -0.22 -0.53 0.14 0.314
H 7.282000 -23.068590 -13.494670 -0.07 -0.42 0.20 0.243
H 8.205630 -21.374560 -11.208600 0.40 0.16 -0.12 0.312
H 8.978360 -21.673140 -12.828980 0.18 -0.24 0.42 0.415
H 7.622090 -20.622740 -12.700290 -0.26 -0.02 0.06 0.340
C 22.514840 -7.621650 -8.293390 -1.04 1.28 -0.93 -1.288
C 21.588270 -6.587180 -9.112860 2.72 -1.58 0.11 -0.431
N 20.998920 -7.165630 -10.290400 0.18 0.30 -0.34 -0.034
C 20.352290 -6.094450 -11.033280 0.54 -0.98 -1.09 -0.387
C 21.340670 -5.086310 -11.694380 -0.54 0.16 0.22 -1.314
C 20.154310 -8.320660 -10.118030 -0.29 0.22 1.24 -0.624
C 19.174300 -8.116410 -8.962120 -0.40 -0.11 0.01 -1.012
H 23.012450 -8.377360 -8.901170 -0.19 0.17 -0.30 0.332
H 21.863620 -8.130030 -7.582370 0.34 -0.01 0.24 0.277
H 23.297400 -7.035610 -7.811480 -0.15 -0.16 0.36 0.398
H 20.979520 -6.082870 -8.362390 -0.78 0.03 -0.12 0.314
H 22.193700 -5.830990 -9.612580 0.48 0.19 0.93 0.431
H 19.827740 -6.674760 -11.792350 -0.23 0.62 -0.47 0.359
H 19.592610 -5.646490 -10.392710 -0.10 0.76 -0.13 0.264
H 21.751070 -4.378660 -10.974030 -0.14 0.09 0.02 0.350
H 22.200010 -5.498940 -12.222940 -0.12 -0.72 0.30 0.338
H 20.844820 -4.506990 -12.473250 -0.35 0.12 0.20 0.409
H 20.762600 -9.202370 -9.916410 0.15 -0.05 0.03 0.294
H 19.584810 -8.542690 -11.020520 0.18 0.21 -0.17 0.419
H 19.631860 -8.082910 -7.973380 0.23 -0.60 -0.05 0.245
H 18.427670 -8.907190 -9.034900 -0.18 0.10 0.46 0.381
H 18.688410 -7.140950 -8.985010 -0.31 -0.04 -0.52 0.279
C 29.735660 -14.862040 -7.486590 0.04 -2.13 -0.13 -1.254
C 28.954640 -15.968060 -8.257720 0.89 0.79 1.17 -0.469
N 28.139990 -16.836400 -7.390860 -0.20 0.80 -0.44 0.000
C 28.916470 -17.728470 -6.494390 -0.55 -0.82 -1.35 -0.494
C 29.935020 -18.583080 -7.231460 0.54 -0.58 0.13 -1.110
C 27.139640 -17.540150 -8.238680 0.23 -0.93 1.91 -0.240
C 25.950300 -18.086700 -7.400120 -1.03 0.59 -0.03 -1.285
H 30.494400 -15.394140 -6.912750 0.26 0.21 0.22 0.241
H 29.104200 -14.356770 -6.755790 0.04 0.53 -0.53 0.345
H 30.265430 -14.325670 -8.273830 -0.20 0.76 0.48 0.398
H 28.416350 -15.399360 -9.015950 -0.79 -0.56 0.13 0.429
H 29.717830 -16.532500 -8.793490 0.07 -0.25 -0.35 0.330
H 29.514550 -17.295140 -5.692750 -0.57 0.92 -0.05 0.330
H 28.195440 -18.393690 -6.019310 -0.05 0.18 0.12 0.240
H 29.631990 -19.183010 -8.089580 -0.49 0.43 -0.19 0.298
H 30.766020 -17.944090 -7.530180 0.23 -0.30 -0.03 0.262
H 30.273500 -19.351390 -6.536310 0.45 0.15 0.18 0.409
H 27.525630 -18.490770 -8.606680 0.62 0.02 -0.66 0.131
H 26.986130 -16.867240 -9.082320 -0.84 -0.30 0.21 0.425
H 26.245730 -18.768170 -6.602350 0.49 0.00 -0.17 0.281
H 25.208200 -18.650170 -7.965720 0.38 -0.23 -0.61 0.391
H 25.285540 -17.385620 -6.895450 0.47 0.73 0.00 0.342
C 12.756490 -18.238350 1.733540 0.67 0.21 2.01 -0.509
C 13.646580 -17.230060 1.010990 -0.41 -0.27 -0.68 -0.413
C 13.726380 -17.868420 -0.405700 -1.63 0.86 0.23 -0.501
O 13.135950 -19.169640 -0.282650 1.63 -1.09 -0.32 -0.410
C 12.110380 -19.062360 0.693170 -0.44 0.31 -1.50 -0.438
H 12.113720 -17.751120 2.466720 -0.27 -0.06 -0.16 0.342
H 13.351010 -18.953160 2.302470 0.26 0.11 0.17 0.223
H 14.640310 -17.066770 1.428030 -0.21 -0.10 0.25 0.271
H 13.078080 -16.300060 1.015780 0.43 0.27 -0.33 0.255
H 14.694390 -17.752620 -0.893190 0.13 -1.09 0.24 0.329
H 13.031860 -17.357160 -1.072290 -0.03 0.58 -0.12 0.281
H 11.744510 -20.020250 1.062880 0.46 -0.20 -0.26 0.288
H 11.291890 -18.613830 0.130150 -0.57 0.49 0.48 0.281
C 26.888030 -21.170700 -18.545440 -1.14 1.34 -0.25 -0.531
C 27.167830 -21.908070 -17.186780 0.57 1.25 -2.73 -0.448
C 26.662660 -23.226750 -17.623780 -1.98 -2.03 0.78 -0.446
O 25.863940 -23.130250 -18.814390 0.12 -0.59 0.03 -0.400
C 25.526940 -21.760260 -18.994740 0.71 -0.86 0.36 -0.422
H 27.563430 -21.499530 -19.335250 0.32 -0.10 0.28 0.227
H 26.923810 -20.081360 -18.558520 0.00 0.07 0.41 0.381
H 26.519500 -21.578640 -16.374850 0.77 0.59 0.06 0.300
H 28.249600 -21.949530 -17.059680 -0.21 0.39 0.78 0.244
H 25.961220 -23.451550 -16.820320 -0.11 -1.06 0.05 0.257
H 27.366200 -24.053370 -17.722960 0.08 0.22 -0.20 0.320
H 24.636410 -21.525770 -18.411580 0.15 0.42 0.68 0.248
H 25.162400 -21.677000 -20.018590 0.72 0.36 -0.24 0.268
C 19.819760 -24.119980 -2.057050 1.09 -0.67 -0.42 -0.613
C 19.823570 -25.463370 -1.305890 2.91 0.88 0.76 -0.477
C 18.525430 -26.022110 -1.557520 -2.31 0.10 -1.09 -0.370
O 17.687750 -24.858880 -1.713360 -1.63 -0.72 0.07 -0.401
C 18.415140 -23.673080 -1.929860 0.19 -0.48 0.06 -0.370
H 20.007180 -24.355300 -3.104720 0.16 0.04 -0.15 0.252
H 20.512630 -23.324080 -1.783960 0.27 -0.40 0.34 0.362
H 19.919090 -25.328120 -0.228540 0.47 0.13 0.04 0.259
H 20.611410 -26.102420 -1.704700 0.22 -0.02 0.42 0.308
H 18.121490 -26.659130 -0.770670 -0.03 0.19 0.12 0.243
H 18.495530 -26.605700 -2.477640 -0.07 -0.07 -0.26 0.251
H 18.313930 -23.044260 -1.045300 -0.40 0.49 -0.31 0.309
H 18.187190 -23.236120 -2.902080 -0.88 0.52 0.41 0.248
C 19.908730 -35.389190 -8.044170 -0.65 0.41 -0.57 -0.414
C 19.677310 -34.102560 -7.253310 -1.06 1.28 -0.47 -0.528
C 19.559840 -32.911550 -8.330020 1.43 -2.57 0.99 -0.447
O 20.313370 -33.449090 -9.393800 0.20 -0.89 -0.77 -0.403
C 20.032270 -34.894430 -9.483440 1.36 1.73 -0.08 -0.417
H 19.076450 -36.092600 -8.019250 0.09 -0.07 0.45 0.278
H 20.820910 -35.843750 -7.657640 -0.12 -0.28 -0.42 0.236
H 20.544890 -33.971260 -6.606640 -0.42 0.40 0.24 0.280
H 18.715410 -34.113910 -6.740750 0.34 -0.14 0.64 0.303
H 20.116020 -32.038990 -7.987400 -0.63 0.25 -0.07 0.286
H 18.520640 -32.774640 -8.629050 -0.09 0.44 0.16 0.294
H 20.921400 -35.327770 -9.941440 -0.24 0.04 -0.40 0.226
H 19.167730 -34.962860 -10.143740 -0.21 -0.59 0.29 0.306
C 18.428870 -28.878450 -16.449680 1.07 1.51 -0.13 -0.513
C 17.093610 -28.255060 -16.804370 -0.78 -0.65 0.27 -0.628
C 17.164700 -26.797730 -16.217880 0.81 -2.47 -0.20 -0.355
O 18.544190 -26.555310 -16.076610 2.42 0.11 -0.33 -0.395
C 19.346930 -27.644720 -16.625750 -1.25 -0.40 0.17 -0.471
H 18.855410 -29.710690 -17.009630 -0.63 -0.11 -0.23 0.360
H 18.450030 -29.127550 -15.388740 -0.01 -0.14 0.04 0.245
H 16.319400 -28.856030 -16.327360 -0.38 0.26 -0.09 0.310
H 16.904730 -28.293090 -17.877200 0.08 0.26 -0.04 0.290
H 16.859330 -26.838070 -15.172310 -1.10 0.52 -0.29 0.292
H 16.689920 -26.100980 -16.908700 -0.14 0.26 0.50 0.254
H 20.294230 -27.885650 -16.143390 -0.02 0.99 0.55 0.320
H 19.568490 -27.413890 -17.667730 -0.09 -0.15 -0.22 0.290
```
Forces are in eV/Å.

Computed properties:
**LUMO level**: 0.032 Eh
**Orbital gap**: 9.0 eV
**Energy relative to the best compared isomer or geometry (same formula, charge and spin)**: 634.69 kJ/mol
**Calculated total energy**: -79347.78873 eV